# 1
Below is an isolated molecule of C22H15NO7S at a distorted geometry, with properties calculated with wB97M-V/def2-TZVPD.

Geometry as XYZ:
```
46
Properties=species:S:1:pos:R:3:forces:R:3
C 0.0011 -3.0320 1.8338 2.2933 0.5467 0.3011
C -0.5253 -1.5444 2.0084 2.1503 1.6276 -0.8066
C -2.0081 -1.5563 1.7917 -1.3853 -1.0266 1.7941
C -2.7514 -2.3261 2.9567 0.6413 1.8708 -0.2598
C -2.2586 -2.0652 4.3954 0.2556 0.1612 -2.3477
O -2.9224 -2.4242 5.3049 -1.0419 -0.6055 2.1243
C -1.0021 -1.3251 4.4917 -1.2662 0.5988 1.7188
C -0.5901 -0.5300 5.5234 1.2146 -0.5496 -1.1851
O 0.4927 0.2648 5.1280 -2.1940 -1.3961 -0.4741
C 0.5756 -0.0169 3.7579 0.1236 -0.1632 1.3911
C -0.3014 -0.9373 3.3795 0.3902 -1.5839 -2.1773
C 1.4261 0.6414 2.8664 2.6739 3.9561 -0.1184
O 2.2055 1.5327 3.2613 -0.8900 -1.5772 -0.8086
C 1.2170 0.3975 1.4020 -0.5373 -0.7348 -0.6927
C 1.9399 1.1516 0.4355 1.0489 0.0225 0.5093
C 1.7397 0.9578 -0.9596 -1.2752 -0.0699 2.3528
C 0.8273 -0.0565 -1.2862 0.9995 1.7982 -2.9038
C 0.2255 -0.8238 -0.3916 -1.6608 -1.2520 3.1969
C 0.2868 -0.6000 0.9910 0.5292 0.0206 0.2071
C 0.7202 -0.3853 -2.7634 1.8765 -2.6048 3.7633
O 0.8476 -1.5616 -3.0431 -0.7850 0.8338 -0.8811
C 0.8848 0.6926 -3.7252 1.7104 -0.6118 -1.6388
C 1.7520 1.8625 -3.3311 0.3035 3.0773 -2.5723
N 1.8199 2.9787 -4.0607 1.1932 -2.8892 3.8542
C 1.0553 3.0783 -5.2295 -3.6667 3.2849 1.7280
C -0.4652 3.0037 -4.7243 1.5938 1.1555 0.8995
S -0.6281 1.4402 -3.7772 -6.3571 1.8972 0.1128
O -1.2436 1.6842 -2.4670 2.1993 0.3220 -0.8281
O -1.4474 0.5701 -4.5515 -0.3589 -0.8709 -1.4676
C 2.3542 1.8007 -1.9858 4.2393 0.8776 0.8643
O 3.4659 2.3254 -1.7803 -2.4656 -0.6267 -0.4023
H -0.7694 -3.6164 1.3381 -0.0332 -0.2852 0.3689
H 0.9064 -3.0470 1.0924 -1.5083 0.0359 1.5915
H 0.3547 -3.4563 2.8523 -0.7703 0.4375 -1.8348
H -2.2679 -2.0201 0.8813 -0.1863 -0.7367 -1.1941
H -2.5497 -0.6610 1.7920 0.1337 2.1409 -0.2508
H -3.8308 -2.1482 2.9325 0.2229 0.0721 0.0043
H -2.6064 -3.3294 2.7639 0.1647 -2.4716 -0.0633
H -1.0458 -0.6355 6.4833 0.5674 0.9081 0.8378
H 2.7553 1.8213 0.8554 -1.3183 -0.6221 -0.8076
H -0.4013 -1.6359 -0.6450 -0.5399 -0.6840 -0.9437
H 1.0978 0.0107 -4.6129 -0.1099 1.9120 0.1535
H 1.1322 4.0353 -5.7691 0.2989 0.1434 0.8107
H 1.3636 2.4588 -5.9244 0.9942 -3.9816 -3.4368
H -1.3060 3.0844 -5.4314 0.6194 -0.5639 0.0347
H -0.5262 3.9421 -4.0594 -0.0871 -1.7935 -0.5232
```
Positions in Å, forces in eV/Å.

Output
- energy (eV) = -49710.04057
- largest force on an atom (eV/Å) = 6.64
- SMILES = C[C@@]12CCC(=O)c3coc(c31)C(=O)c1cc3c(cc12)C(=O)[C@@H]1C(=NCCS1(=O)=O)C3=O


# 2
Below is a structure of composition C22H16AuF2N4S3, with properties calculated with wB97M-V/def2-TZVPD.

Geometry as XYZ:
```
48
Properties=species:S:1:pos:R:3:forces:R:3
Au 0.2011 0.4074 0.6743 0.2097 0.1170 -0.1976
S 2.1795 -0.8208 1.3908 -0.1935 -0.0828 0.1535
C 2.1459 -2.3822 0.7799 0.0892 0.1040 -0.0567
N 1.1838 -2.9042 0.0317 -0.0159 -0.0060 0.0154
C 1.4835 -4.1726 -0.3085 -0.0661 0.0663 -0.0339
C 0.6582 -5.0049 -1.0993 0.0119 -0.0193 -0.0109
C 1.0772 -6.2770 -1.3604 0.0280 -0.0067 0.0075
C 2.3088 -6.7586 -0.8512 -0.0268 0.0028 -0.0099
C 3.1367 -5.9717 -0.0847 -0.0232 0.0397 0.0119
C 2.7239 -4.6659 0.1835 0.0289 -0.1337 -0.0176
S 3.5108 -3.4464 1.0892 -0.0136 0.0159 0.0312
H -0.2750 -4.6162 -1.4828 -0.0016 0.0177 0.0199
H 0.4665 -6.9323 -1.9659 0.0089 -0.0145 0.0058
H 2.6055 -7.7749 -1.0732 -0.0030 -0.0015 -0.0085
H 4.0718 -6.3537 0.3000 0.0078 0.0027 -0.0172
F -1.9434 5.1695 -0.5996 0.0049 -0.0558 0.0131
C -2.1704 3.8623 -0.3710 0.0304 0.0909 -0.0187
C -1.0969 3.0487 -0.0629 -0.1209 -0.0654 -0.0171
C -1.3132 1.7011 0.1636 0.0416 0.1270 0.0360
C -2.6099 1.1690 0.0958 0.0244 -0.0616 0.0102
C -3.6469 2.0447 -0.2136 -0.0449 -0.0189 -0.0098
F -4.9155 1.6000 -0.2736 0.0126 0.0002 -0.0020
C -3.4595 3.3898 -0.4564 -0.0270 0.0091 0.0029
C -2.7882 -0.2644 0.4124 0.0385 0.0695 0.0201
C -3.9554 -0.9988 0.2284 -0.0556 -0.0519 0.0143
C -3.9872 -2.3299 0.6063 -0.0261 0.0157 -0.0146
C -2.8642 -2.9147 1.1665 0.0293 -0.0275 0.0285
C -1.7300 -2.1383 1.2969 0.0763 0.0588 -0.0033
N -1.6976 -0.8611 0.9236 0.0667 -0.1714 0.0455
H -0.1161 3.4859 -0.0012 0.0727 0.0477 -0.0061
H -4.2944 4.0341 -0.6894 0.0048 -0.0002 -0.0065
H -4.8267 -0.5380 -0.2036 -0.0004 0.0049 -0.0046
H -4.8926 -2.9051 0.4645 -0.0015 0.0012 0.0081
H -2.8583 -3.9450 1.4916 -0.0013 -0.0037 -0.0033
H -0.8112 -2.5406 1.7052 -0.0529 0.0218 -0.0271
C 1.7250 4.6273 -1.9398 0.0071 0.0108 0.0674
N 2.0939 4.5015 -0.5330 0.0093 0.0359 -0.1112
C 2.2516 5.5637 0.3424 -0.0342 -0.0900 -0.0516
C 2.5768 5.0488 1.5437 0.0066 -0.0505 -0.0131
N 2.6152 3.6788 1.3793 0.0155 -0.0284 0.1282
C 2.3160 3.3359 0.1103 -0.0185 0.0825 -0.0082
S 2.2476 1.7649 -0.5450 -0.0766 -0.0467 0.0482
H 2.1899 5.5235 -2.3420 0.0078 -0.0039 -0.0022
H 0.6433 4.6978 -2.0411 -0.0205 -0.0058 0.0151
H 2.0827 3.7530 -2.4742 0.0034 -0.0047 -0.0007
H 2.1143 6.5826 0.0293 0.0073 0.0029 -0.0130
H 2.7859 5.5284 2.4817 0.0004 -0.0102 0.0101
H 2.8570 2.9989 2.0812 -0.0199 0.0162 -0.0276
```
Positions in Å, forces in eV/Å.

Output
- total charge = +1
- energy above the lowest of the compared OMol25 structures with the same formula, charge and spin (eV) = 0.0000
- spin multiplicity = 3
- ⟨S²⟩ = 2.04
- energy (eV) = -70661.04525
- largest force on an atom (eV/Å) = 0.31


# 3
Below is a structure of composition C22H16BrIN3OSTa, with properties calculated with wB97M-V/def2-TZVPD.

Geometry as XYZ:
```
46
Properties=species:S:1:pos:R:3:forces:R:3
Ta -0.9983 -1.4064 -1.0013 -0.1533 0.2730 -0.1383
N -0.8489 -4.4413 1.6621 0.0067 0.0341 0.0781
C -0.7322 -3.7946 0.5057 0.1386 0.0331 -0.0096
S -2.2838 -3.1859 -0.1988 -0.1472 -0.1364 -0.0326
N 0.4465 -3.6417 -0.0393 -0.1730 0.0409 -0.0629
N 0.4207 -2.8421 -1.1716 -0.0164 -0.3435 -0.0002
C 1.2336 -3.1755 -2.1547 0.0136 -0.0757 0.2915
C 1.2108 -2.6124 -3.4402 0.0100 0.1444 -0.2197
C 2.1755 -3.0021 -4.3977 -0.0503 0.0232 0.0340
C 2.0996 -2.5184 -5.6779 0.0272 -0.0200 -0.0087
C 1.0560 -1.6573 -6.0329 -0.0351 0.0476 -0.0557
C 0.0810 -1.2650 -5.1276 0.0632 -0.0736 -0.0207
C 0.1676 -1.7367 -3.8333 0.0843 -0.1780 0.1619
O -0.7572 -1.4182 -2.9077 0.1400 0.1909 -0.0966
H -1.7460 -4.6832 2.0458 -0.0029 -0.0225 -0.0233
H -0.0160 -4.7933 2.1103 -0.0009 0.0065 0.0013
H 1.9299 -3.9771 -1.9193 0.0032 -0.0031 -0.0359
H 2.9686 -3.6792 -4.1070 -0.0067 -0.0036 0.0140
H 2.8345 -2.8057 -6.4159 0.0017 0.0038 0.0034
H 1.0035 -1.2878 -7.0489 -0.0107 0.0034 0.0057
H -0.7302 -0.6141 -5.4218 -0.0150 -0.0006 0.0206
Br -4.2479 3.2017 -1.1305 0.0046 0.0048 0.0072
C -2.6552 3.4824 -0.1705 -0.0400 -0.0420 0.0296
C -2.6325 4.4542 0.8216 0.0121 -0.0023 0.0148
C -1.4757 4.6782 1.5513 -0.0073 -0.0084 -0.0098
C -0.3263 3.9424 1.2997 0.0029 0.0202 0.0282
C -0.3303 2.9749 0.3087 0.0585 -0.0387 -0.0676
C -1.4955 2.7545 -0.4077 -0.1280 -0.0537 0.0427
I -1.4609 1.3319 -1.9561 -0.0529 -0.0382 0.1353
H -3.5255 5.0320 1.0146 -0.0016 0.0015 -0.0041
H -1.4747 5.4421 2.3168 0.0055 -0.0003 0.0015
H 0.5776 4.1278 1.8643 0.0004 -0.0089 -0.0109
H 0.5648 2.4112 0.0852 0.0204 -0.0099 0.0137
C -0.1308 -0.6671 0.6540 0.2133 0.2784 -0.1236
C 0.1357 -0.0724 1.6975 0.0210 -0.0924 0.0834
C 0.4474 0.6078 2.8915 0.0440 0.0336 -0.0575
C 1.7540 1.0839 3.0839 0.0053 0.0079 0.0146
C 2.0614 1.7657 4.2444 -0.0148 -0.0006 -0.0001
C 1.0770 1.9788 5.2047 0.0127 0.0056 0.0015
C -0.2186 1.5097 5.0151 -0.0089 -0.0029 -0.0143
C -0.5413 0.8213 3.8622 -0.0206 0.0059 0.0083
H 2.5091 0.9055 2.3296 -0.0043 -0.0009 0.0013
H 3.0668 2.1284 4.4076 -0.0006 0.0023 0.0000
H 1.3240 2.5130 6.1126 -0.0005 -0.0013 0.0007
H -0.9732 1.6801 5.7703 0.0016 -0.0023 0.0030
H -1.5444 0.4500 3.7013 0.0001 -0.0014 -0.0039
```
Positions in Å, forces in eV/Å.

Output
- total charge = +2
- energy above the lowest of the compared OMol25 structures with the same formula, charge and spin (eV) = 0.3084
- energy (eV) = -120105.32248
- largest force on an atom (eV/Å) = 0.37


# 4
Below is a structure of composition C22H16Cl2N5O2S3Ti at a distorted geometry, with properties calculated with wB97M-V/def2-TZVPD.

Geometry as XYZ:
```
51
Properties=species:S:1:pos:R:3:forces:R:3
Ti -0.1302 0.3268 -0.7186 -1.3625 1.4065 -0.0374
C -2.1525 -2.7781 1.3992 0.0843 -0.0036 -0.0912
C -1.1849 -1.7686 0.8619 -0.4336 -0.0553 -0.0412
N -1.5601 -0.8018 0.0293 -0.7960 -1.1696 0.7454
N -2.8864 -0.7233 -0.2924 -0.6125 -0.0169 0.1081
C -3.1174 -0.1162 -1.4236 0.1726 -0.0458 0.2004
N -4.4354 0.0082 -1.7925 -0.0210 -0.0724 -0.0604
S -1.9257 0.5073 -2.5033 -0.0918 0.1686 0.2066
C 0.1779 -1.7330 1.2250 0.4176 0.0258 0.0590
C 0.8272 -2.6680 2.0603 -0.1027 -0.0193 0.0042
C 2.1289 -2.4718 2.4270 0.0545 0.0550 -0.0730
C 2.8198 -1.3333 1.9511 -0.0954 -0.0724 -0.0550
C 2.1656 -0.4839 1.0995 0.2901 0.0960 0.1318
N 0.8850 -0.6489 0.7313 -0.0139 -0.7495 0.7163
H -3.0700 -2.7253 0.8204 -0.0063 -0.0131 0.0277
H -2.3922 -2.5666 2.4443 0.0054 -0.0200 0.0166
H -1.7489 -3.7898 1.3341 0.0409 0.0109 0.0384
H -5.1012 0.0052 -1.0367 0.0249 -0.0547 -0.0036
H -4.6032 0.6652 -2.5327 -0.0374 0.0990 0.0418
H 0.2823 -3.5418 2.3917 -0.0103 0.0380 0.0506
H 2.6386 -3.1877 3.0588 -0.0462 -0.0099 0.0287
H 3.8474 -1.1466 2.2268 0.0002 0.0356 -0.0329
H 2.6653 0.3853 0.6881 -0.0561 0.0001 -0.0326
S -0.9226 3.7239 -1.6351 -0.1907 -0.0484 -0.3345
C -1.1761 3.1782 -0.0948 0.2448 0.1920 0.6711
N -0.8406 2.0105 0.5038 -0.1902 0.6999 -0.0768
C -0.9277 2.1042 1.8926 -0.2610 -0.0873 0.2680
C -0.5115 1.1513 2.8257 -0.0828 0.0140 -0.1315
C -0.5958 1.4207 4.1826 0.0104 -0.0517 0.0079
C -1.1280 2.6152 4.6508 -0.0344 0.0681 0.0798
C -1.5815 3.5644 3.7481 0.0013 -0.0934 0.0200
C -1.4688 3.3037 2.3927 0.0079 0.0732 -0.1431
S -1.8559 4.3581 1.0740 0.1476 -0.3278 -0.2078
H -0.1145 0.2106 2.4897 0.0117 0.0505 0.1091
H -0.2261 0.6864 4.8883 -0.0466 -0.0358 -0.0170
H -1.1812 2.8081 5.7153 -0.0149 0.0000 -0.0095
H -2.0047 4.5007 4.0900 0.0202 0.0121 -0.0004
Cl 4.1774 -0.4886 -6.3978 0.0777 -0.0064 -0.1240
C 3.0861 -0.6100 -5.0440 -0.0299 -0.0172 0.0694
C 2.3657 -1.7890 -4.8654 -0.0126 0.0736 0.0597
C 1.5060 -1.8718 -3.7851 -0.1177 0.0689 0.1556
Cl 0.5937 -3.3254 -3.5417 -0.0180 -0.1169 -0.0140
C 1.3286 -0.8319 -2.8597 0.5020 0.0434 -0.5166
O 0.5260 -0.9742 -1.8348 0.9619 -0.8280 -1.0576
C 2.0901 0.3688 -3.0728 -0.2886 -0.3431 0.0918
C 1.9821 1.4587 -2.1852 0.6447 0.2650 -0.3537
O 1.1822 1.4974 -1.1616 1.3636 0.7193 -0.5980
C 2.9610 0.4459 -4.1825 -0.0278 0.0662 0.1116
H 2.4711 -2.6191 -5.5473 -0.0089 0.0029 -0.0107
H 2.6108 2.3329 -2.3563 -0.1004 -0.0015 0.0407
H 3.5242 1.3570 -4.3388 0.0264 -0.0248 -0.0379
```
Positions in Å, forces in eV/Å.

Output
- total charge = -1
- energy above the lowest of the compared OMol25 structures with the same formula, charge and spin (eV) = 1.1375
- spin multiplicity = 3
- ⟨S²⟩ = 2.05
- energy (eV) = -115290.55909
- largest force on an atom (eV/Å) = 1.96


# 5
Below is a structure of composition C22H16IMnN3O7, with properties calculated with wB97M-V/def2-TZVPD.

Geometry as XYZ:
```
50
Properties=species:S:1:pos:R:3:forces:R:3
Mn 1.1588 0.5975 0.0696 -0.1143 -0.0052 0.5589
O -0.2845 -0.3373 5.0773 -0.1690 0.0216 0.0881
C -1.1847 0.5919 4.7026 0.0702 -0.1002 0.0907
C -2.1423 0.9995 5.6282 -0.0421 0.0554 0.0697
C -3.0956 1.9445 5.2843 0.0493 -0.0690 -0.0294
C -3.1066 2.4983 4.0085 0.0201 0.0140 0.0124
C -2.1497 2.0975 3.0894 -0.0083 0.1031 0.0267
C -1.1815 1.1524 3.4165 -0.1061 0.0505 -0.1457
C -0.2100 0.7198 2.3956 -0.1556 0.3261 -0.1160
O -0.0928 1.4177 1.2834 0.0185 -0.0546 -0.1185
N 0.4956 -0.3355 2.5969 0.3045 -0.2677 -0.3237
N 1.3740 -0.5419 1.5292 0.1536 -0.0548 0.4605
C 1.8191 -1.9169 1.4231 -0.1578 0.0437 -0.1043
C 3.1161 -2.0375 0.6606 -0.0798 -0.0273 -0.0204
C 3.9951 -3.0751 0.9472 0.0442 0.0052 0.0023
C 5.1475 -3.2886 0.2033 -0.0160 -0.0012 0.0329
C 5.4274 -2.4359 -0.8548 -0.0024 0.0511 -0.0415
C 4.5798 -1.3795 -1.1434 0.1104 -0.0069 -0.0468
C 3.4234 -1.1550 -0.3917 -0.0665 0.1288 0.2217
O 2.6743 -0.0953 -0.6911 0.1646 -0.1736 -0.5570
H 0.2288 -0.5777 4.2625 0.0604 -0.0419 -0.0005
H -2.1235 0.5495 6.6138 0.0026 0.0205 -0.0317
H -3.8412 2.2406 6.0134 0.0257 0.0039 -0.0080
H -3.8530 3.2345 3.7360 0.0251 -0.0273 -0.0028
H -2.1285 2.5131 2.0899 0.0005 -0.0136 0.0195
H 1.9483 -2.3027 2.4360 0.0869 -0.0571 0.0588
H 3.7651 -3.7357 1.7752 -0.0226 -0.0001 -0.0137
H 5.8104 -4.1106 0.4442 -0.0169 0.0266 0.0002
H 6.3173 -2.5862 -1.4564 -0.0225 0.0039 0.0148
H 4.7908 -0.6941 -1.9558 0.0030 -0.0171 0.0253
O 0.5909 1.6921 -1.5704 -0.1074 -0.0160 0.0229
C -0.3025 0.8417 -1.8885 0.0732 0.1267 -0.0197
O -0.4386 -0.2277 -1.2639 -0.2501 -0.1170 -0.1316
C -1.2128 1.1515 -3.0405 0.0723 0.0051 -0.0077
C -2.4290 0.4899 -3.1490 -0.0150 -0.0513 -0.0122
C -3.2702 0.7549 -4.2154 -0.1582 -0.0531 -0.0302
C -2.8658 1.6728 -5.1691 0.0256 -0.0066 0.1323
C -1.6603 2.3436 -5.0783 0.0494 0.1309 -0.1204
C -0.8352 2.0835 -3.9977 0.0191 0.0785 -0.0003
N -3.7448 1.9380 -6.3235 0.1761 -0.2118 -0.0178
O -4.8000 1.3401 -6.3805 -0.1291 0.0233 0.0406
O -3.3497 2.7127 -7.1712 -0.0060 0.1369 -0.0148
H -2.6983 -0.2312 -2.3890 0.0045 -0.0006 -0.0275
H -4.2261 0.2629 -4.3232 0.0360 -0.0050 0.0144
H -1.3890 3.0544 -5.8456 0.0145 -0.0207 0.0310
H 0.1090 2.5984 -3.8810 -0.0146 -0.0169 -0.0094
I 0.8583 -4.8355 0.7690 0.0120 0.0185 0.0114
C 0.6704 -2.6918 0.7474 0.0715 0.0440 0.0766
H -0.2581 -2.4915 1.2728 -0.0269 0.0101 0.0010
H 0.5741 -2.4100 -0.2961 -0.0062 -0.0115 -0.0610
```
Positions in Å, forces in eV/Å.

Output
- total charge = -1
- energy above the lowest of the compared OMol25 structures with the same formula, charge and spin (eV) = 0.0000
- spin multiplicity = 5
- ⟨S²⟩ = 6.05
- energy (eV) = -81299.89346
- largest force on an atom (eV/Å) = 0.61


Look up the largest force on an atom of the second one. 0.31 eV/Å


What is the formula in the first record? C22H15NO7S